{"formula": "C5H8O2", "method": "ωB97M-V/def2-TZVPD", "species": ["C", "C", "C", "C", "C", "O", "O", "H", "H", "H", "H", "H", "H", "H", "H"], "coordinates": [[1.115, -1.273, -0.220], [0.702, -0.154, -0.336], [1.762, -2.570, -0.104], [-1.247, 1.453, 1.031], [-0.577, 1.627, -0.301], [0.263, 2.676, -0.359], [-1.317, 1.477, -1.437], [1.810, -2.863, 0.946], [1.193, -3.322, -0.652], [2.772, -2.526, -0.508], [-1.504, 0.416, 1.221], [-0.565, 1.802, 1.801], [-2.153, 2.060, 1.065], [0.519, 2.829, -1.280], [-1.879, 0.701, -1.360]], "mulliken_charge": [0.44, -0.43, -1.21, -1.20, 0.80, -0.45, -0.51, 0.27, 0.29, 0.27, 0.33, 0.32, 0.37, 0.36, 0.37], "homo_lumo_gap_ev": 9.421, "energy_ev": -9405.841, "total_charge": 0, "relative_energy_kcal_mol": 92.0}